1.
35
Properties=species:S:1:pos:R:3:nbo_charge:R:1 method="wB97M-V/def2-TZVPD" total_energy_ha=-1289.47037 de_lowest_ev=0.000 charge=0 gap_ev=8.858 smiles=Cn1c(SCc2ccc(C#N)cc2)nnc1-c1ccncc1 lumo_ha=0.0059
C -1.80 -1.67 1.73 -0.415
N -1.44 -1.17 0.44 -0.352
C -0.30 -1.47 -0.25 0.170
S 0.86 -2.62 0.33 0.258
C 2.21 -2.26 -0.86 -0.523
C 2.88 -0.98 -0.51 -0.025
C 2.63 0.18 -1.24 -0.191
C 3.22 1.37 -0.89 -0.172
C 4.08 1.42 0.21 -0.126
C 4.69 2.65 0.58 0.262
N 5.19 3.63 0.88 -0.302
C 4.34 0.27 0.95 -0.177
C 3.74 -0.92 0.59 -0.199
N -0.24 -0.79 -1.36 -0.330
N -1.32 -0.01 -1.42 -0.258
C -2.05 -0.23 -0.36 0.295
C -3.31 0.45 -0.10 -0.049
C -4.38 -0.15 0.57 -0.254
C -5.54 0.59 0.74 0.042
N -5.69 1.83 0.30 -0.410
C -4.69 2.38 -0.36 0.042
C -3.48 1.74 -0.59 -0.219
H -2.41 -2.58 1.64 0.210
H -2.36 -0.91 2.28 0.230
H -0.89 -1.92 2.28 0.229
H 2.88 -3.11 -0.77 0.241
H 1.75 -2.23 -1.85 0.260
H 1.94 0.14 -2.07 0.246
H 3.02 2.27 -1.45 0.229
H 5.01 0.31 1.79 0.228
H 3.93 -1.81 1.16 0.215
H -4.33 -1.16 0.93 0.215
H -6.39 0.17 1.26 0.194
H -4.87 3.39 -0.72 0.197
H -2.68 2.22 -1.14 0.241

2.
19
Properties=species:S:1:pos:R:3:nbo_charge:R:1 method="wB97M-V/def2-TZVPD" total_energy_ha=-344.31809 de_lowest_ev=1.821 charge=0 gap_ev=10.475 smiles=NC[C@@H](N)CCO lumo_ha=0.0323
N -1.45 -1.63 1.53 -0.852
C -1.46 -0.93 0.23 -0.224
C -0.28 0.10 0.15 -0.068
N 0.90 -0.38 0.89 -0.867
C 0.13 0.69 -1.17 -0.431
C 1.20 1.75 -0.97 -0.076
O 2.48 1.20 -0.60 -0.739
H -0.75 -2.39 1.56 0.350
H -2.27 -2.15 1.70 0.369
H -2.47 -0.31 0.07 0.198
H -1.40 -1.65 -0.61 0.171
H -0.63 0.99 0.65 0.181
H 1.47 -1.04 0.33 0.358
H 0.46 -0.97 1.62 0.380
H 0.37 -0.12 -2.00 0.205
H -0.75 1.23 -1.58 0.215
H 0.88 2.45 -0.16 0.160
H 1.36 2.40 -1.84 0.188
H 2.21 0.77 0.20 0.482

3.
103
Properties=species:S:1:pos:R:3:lowdin_spin:R:1 method="wB97M-V/def2-TZVPD" total_energy_ha=-7330.68505 charge=-1 gap_ev="6.383 / 6.868" lumo_ha="0.0740 / 0.0818" multiplicity=5
Mn 1.24 -0.48 0.40 3.901
S -0.24 2.08 -1.58 0.010
P -0.57 2.16 0.37 0.013
C 0.43 1.04 1.29 -0.027
P 1.33 1.13 2.80 0.012
S 3.02 0.10 2.45 0.055
C 0.58 0.41 4.31 0.000
C 1.47 -0.06 5.27 0.002
C 1.03 -0.65 6.44 0.000
C -0.34 -0.76 6.67 0.000
C -1.24 -0.28 5.73 0.000
C -0.79 0.32 4.55 0.000
C 1.66 2.84 3.29 0.006
C 1.19 3.39 4.48 0.002
C 1.51 4.71 4.81 0.000
C 2.27 5.48 3.95 0.002
C 2.74 4.94 2.76 0.000
C 2.42 3.63 2.43 0.003
C -2.37 1.91 0.62 -0.001
C -2.91 0.96 1.47 0.001
C -4.31 0.80 1.57 0.000
C -5.14 1.60 0.80 0.000
C -4.60 2.55 -0.06 0.000
C -3.23 2.70 -0.16 0.000
C -0.43 3.89 0.98 0.004
C 0.31 4.80 0.24 0.002
C 0.38 6.12 0.64 0.000
C -0.25 6.55 1.81 0.002
C -0.99 5.64 2.55 0.000
C -1.08 4.32 2.14 0.002
H 2.54 -0.01 5.09 0.002
H 1.74 -0.96 7.20 0.000
H -0.71 -1.23 7.57 0.000
H -2.31 -0.38 5.91 0.000
H -1.49 0.71 3.84 0.000
H 0.59 2.78 5.15 0.000
H 1.21 5.10 5.78 0.000
H 2.49 6.51 4.19 0.000
H 3.34 5.52 2.08 0.000
H 2.78 3.18 1.51 0.000
H -2.24 0.33 2.03 0.000
H -4.70 0.06 2.26 0.000
H -6.22 1.49 0.90 0.000
H -5.25 3.18 -0.66 0.000
H -2.80 3.43 -0.86 0.000
H 0.81 4.44 -0.65 0.000
H 0.95 6.83 0.03 0.000
H -0.18 7.59 2.13 0.000
H -1.50 5.94 3.46 0.000
H -1.68 3.62 2.73 0.000
C -3.64 -3.79 -5.13 0.000
O -2.47 -3.32 -4.48 0.000
C -1.30 -3.98 -4.76 0.000
C -1.21 -5.07 -5.61 0.000
C 0.04 -5.66 -5.79 0.000
C 1.14 -5.17 -5.12 0.000
C 1.03 -4.07 -4.26 0.001
C -0.19 -3.45 -4.07 0.000
N -0.45 -2.39 -3.22 0.003
C 0.45 -1.83 -2.32 0.010
N 1.60 -1.38 -2.86 0.007
C 2.57 -0.53 -2.30 0.000
C 2.54 0.04 -1.03 -0.093
C 3.52 0.97 -0.68 0.007
C 4.51 1.34 -1.57 -0.005
C 4.56 0.76 -2.85 0.015
C 3.61 -0.16 -3.18 -0.005
O 3.51 -0.77 -4.43 -0.003
C 4.52 -0.41 -5.37 0.000
N 0.23 -1.76 -1.05 0.019
C -1.07 -2.24 -0.65 0.002
C -2.13 -1.34 -0.79 0.001
C -3.43 -1.72 -0.51 0.000
C -3.68 -3.01 -0.03 0.000
C -2.62 -3.88 0.14 0.000
C -1.32 -3.54 -0.23 0.000
O -0.44 -4.59 -0.13 0.000
C 0.95 -4.52 -0.44 0.000
H -4.43 -3.12 -4.81 0.000
H -3.89 -4.82 -4.87 0.000
H -3.53 -3.75 -6.22 0.000
H -2.09 -5.47 -6.09 0.000
H 0.19 -6.51 -6.44 0.000
H 2.09 -5.67 -5.23 0.000
H 1.89 -3.69 -3.74 0.000
H -1.42 -2.31 -2.93 0.000
H 1.66 -1.41 -3.87 0.000
H 3.54 1.39 0.30 0.001
H 5.21 2.11 -1.27 -0.001
H 5.31 1.07 -3.55 0.001
H 4.32 -0.96 -6.29 0.000
H 5.51 -0.70 -4.99 0.000
H 4.49 0.67 -5.58 0.000
H -1.88 -0.34 -1.15 0.000
H -4.24 -1.00 -0.63 0.000
H -4.68 -3.30 0.26 0.000
H -2.73 -4.88 0.50 0.000
H 1.29 -5.52 -0.18 0.000
H 1.46 -3.80 0.17 0.000
H 1.11 -4.34 -1.50 0.000
Se -0.96 -3.56 3.79 0.008
C -0.02 -2.59 2.55 0.013
N 0.58 -1.99 1.73 0.025

4.
96
Properties=species:S:1:pos:R:3:mulliken_charge:R:1 method="wB97M-V/def2-TZVPD" total_energy_ha=-1770.97798 de_lowest_ev=9.329 charge=0 gap_ev=8.989 smiles=COCCNCCOC.COCCNCCOC.COCCNCCOC.COCCNCCOC lumo_ha=0.0188
C 5.92 5.08 -2.01 -0.645
O 6.42 4.57 -3.19 -0.363
C 5.66 3.45 -3.68 -0.443
C 6.21 2.89 -5.03 -0.875
N 7.56 2.36 -4.97 -0.384
C 7.70 1.35 -3.92 -0.493
C 8.96 0.48 -3.89 -0.576
O 9.06 -0.24 -2.65 -0.289
C 10.18 -1.13 -2.65 -0.738
H 6.01 4.28 -1.27 0.231
H 4.91 5.49 -1.95 0.297
H 6.62 5.90 -1.82 0.248
H 4.61 3.74 -3.80 0.518
H 5.49 2.67 -2.95 0.327
H 6.14 3.67 -5.79 0.383
H 5.55 2.12 -5.42 0.364
H 8.15 3.17 -4.81 0.326
H 6.89 0.63 -3.83 0.284
H 7.61 1.97 -3.03 0.325
H 9.83 1.14 -3.94 0.314
H 8.94 -0.21 -4.73 0.339
H 10.27 -1.76 -3.53 0.279
H 10.24 -1.65 -1.69 0.268
H 11.04 -0.47 -2.54 0.308
C -3.09 3.80 -1.18 -0.621
O -4.44 4.33 -1.26 -0.425
C -5.17 4.57 -0.11 -0.509
C -5.56 3.30 0.72 -0.670
N -4.57 3.04 1.80 -0.179
C -4.71 1.73 2.46 -0.623
C -3.77 1.76 3.79 -0.640
O -4.67 1.71 4.90 -0.333
C -4.00 1.79 6.20 -0.804
H -2.36 4.38 -1.74 0.318
H -3.13 2.88 -1.75 0.258
H -2.75 3.62 -0.16 0.205
H -6.13 5.04 -0.30 0.329
H -4.61 5.26 0.53 0.348
H -5.67 2.45 0.05 0.348
H -6.52 3.59 1.13 0.441
H -4.51 3.65 2.61 0.182
H -4.52 1.09 1.60 0.399
H -5.71 1.33 2.65 0.325
H -3.33 2.76 3.84 0.355
H -2.99 1.00 3.86 0.395
H -3.52 0.88 6.57 0.303
H -4.76 2.08 6.91 0.281
H -3.21 2.53 6.32 0.320
C 2.30 -0.01 -1.89 -0.675
O 0.89 0.23 -1.68 -0.344
C 0.48 -0.89 -0.84 -0.567
C -0.06 -0.34 0.55 -0.643
N 0.87 0.34 1.43 -0.423
C 0.95 1.79 1.26 -0.211
C 2.08 2.29 2.13 -0.962
O 3.28 2.14 1.32 -0.190
C 4.52 2.17 1.82 -0.828
H 2.66 -1.01 -2.16 0.366
H 2.88 0.21 -0.99 0.208
H 2.66 0.54 -2.75 0.251
H 1.16 -1.73 -0.76 0.420
H -0.48 -1.11 -1.30 0.288
H -0.38 -1.27 1.03 0.361
H -0.96 0.21 0.28 0.302
H 1.87 0.21 1.34 0.297
H 0.06 2.35 1.56 0.318
H 1.05 2.11 0.23 0.280
H 2.31 1.79 3.07 0.399
H 2.03 3.32 2.49 0.455
H 5.36 2.17 1.13 0.219
H 4.53 1.44 2.63 0.366
H 4.66 3.12 2.35 0.302
C -7.05 -3.26 -0.46 -0.708
O -6.44 -4.30 -1.23 -0.366
C -5.01 -4.43 -0.97 -0.586
C -4.71 -4.88 0.47 -0.260
N -3.42 -5.48 0.80 -0.277
C -3.27 -6.04 2.09 -0.913
C -4.33 -7.09 2.62 -0.603
O -4.31 -8.27 1.83 -0.360
C -5.64 -8.79 1.78 -0.582
H -8.13 -3.37 -0.51 0.265
H -6.70 -2.32 -0.88 0.302
H -6.79 -3.13 0.59 0.289
H -4.62 -3.53 -1.44 0.378
H -4.73 -5.18 -1.71 0.257
H -5.46 -5.62 0.76 0.284
H -4.81 -4.02 1.13 0.209
H -3.04 -6.05 0.06 0.308
H -3.04 -5.33 2.89 0.336
H -2.33 -6.57 1.92 0.411
H -5.27 -6.55 2.72 0.458
H -4.02 -7.22 3.66 0.406
H -5.77 -9.68 1.17 0.245
H -6.27 -8.05 1.28 0.219
H -5.82 -8.96 2.84 0.288

5.
82
Properties=species:S:1:pos:R:3:mulliken_charge:R:1 method="wB97M-V/def2-TZVPD" total_energy_ha=-3560.96528 charge=+1 gap_ev=7.681 lumo_ha=-0.1284
C 2.69 -0.98 4.67 -0.659
C 2.21 0.53 4.22 0.188
Cl 3.45 1.79 3.56 -0.222
C 0.75 0.90 4.38 -0.200
Cl 0.18 2.64 3.91 -0.156
C -0.39 -0.10 4.99 -0.064
C -1.92 0.58 4.92 -0.569
C -2.93 -0.75 4.88 -0.584
N -2.00 -1.95 5.02 -0.132
C -2.53 -3.35 4.80 0.860
F -3.57 -3.41 3.74 -0.188
F -3.21 -3.75 6.09 -0.222
F -1.45 -4.37 4.53 -0.209
C -0.76 -1.50 4.20 -0.615
S -0.99 -1.09 2.39 -0.008
H 3.84 -1.10 4.40 0.329
H 2.48 -1.21 5.82 0.267
H 2.12 -1.74 3.97 0.101
H -0.03 -0.37 6.07 0.432
H -2.31 1.15 5.87 0.318
H -2.20 1.09 3.89 0.348
H -3.67 -0.91 5.78 0.401
H -3.65 -0.86 3.95 0.307
H -1.61 -1.97 6.01 0.441
H 0.06 -2.32 4.42 0.444
H -2.03 -1.96 1.96 0.249
C -3.24 0.10 -0.97 0.668
O -3.86 -0.46 -0.08 -0.678
N -1.90 0.19 -0.97 -0.085
N -3.84 0.67 -2.03 -0.300
H -1.36 0.65 -1.69 0.092
H -1.40 -0.23 -0.19 -0.013
H -4.85 0.63 -2.06 0.192
H -3.34 1.14 -2.77 0.223
C 3.62 6.20 3.10 0.631
O 3.53 7.35 3.49 -0.651
N 3.53 5.86 1.80 -0.338
N 3.81 5.16 3.93 -0.212
H 3.60 4.92 1.46 0.146
H 3.39 6.62 1.14 0.208
H 3.88 5.37 4.92 0.170
H 3.88 4.20 3.63 0.109
C -1.62 -3.01 -2.85 0.709
O -0.63 -2.30 -2.88 -0.599
N -1.83 -4.01 -3.72 -0.462
N -2.61 -2.84 -1.95 -0.261
H -2.65 -4.60 -3.71 0.149
H -1.12 -4.17 -4.42 0.255
H -2.49 -2.09 -1.27 0.156
H -3.44 -3.41 -1.91 0.151
C 1.61 -4.53 -0.13 0.566
O 2.44 -4.52 0.76 -0.677
N 0.66 -3.59 -0.25 -0.063
N 1.56 -5.49 -1.08 -0.332
H -0.04 -3.58 -0.98 0.120
H 0.65 -2.85 0.44 0.012
H 2.26 -6.22 -1.02 0.220
H 0.88 -5.52 -1.82 0.147
C -3.43 2.54 -5.45 0.683
O -3.14 2.18 -4.32 -0.750
N -4.70 2.73 -5.86 -0.396
N -2.50 2.77 -6.40 -0.264
H -4.95 3.03 -6.78 0.170
H -5.43 2.57 -5.17 0.220
H -1.53 2.64 -6.13 0.018
H -2.71 3.07 -7.33 0.138
C 1.48 2.56 -6.98 0.682
O 0.54 3.14 -7.51 -0.649
N 2.65 2.35 -7.60 -0.405
N 1.42 2.08 -5.72 -0.260
H 3.43 1.87 -7.18 0.164
H 2.74 2.70 -8.55 0.229
H 0.55 2.21 -5.22 0.133
H 2.18 1.60 -5.27 0.164
C 3.81 0.25 -0.72 0.695
O 3.41 1.03 -1.56 -0.671
N 3.26 -0.97 -0.54 -0.266
N 4.83 0.53 0.12 -0.384
H 3.57 -1.63 0.15 0.135
H 2.49 -1.22 -1.15 0.134
H 5.27 1.43 0.02 0.212
H 5.17 -0.11 0.82 0.157

6.
85
Properties=species:S:1:pos:R:3:mulliken_charge:R:1 method="wB97M-V/def2-TZVPD" total_energy_ha=-1763.52708 charge=+1 gap_ev=9.232 lumo_ha=-0.0684
Rb -0.23 0.00 -0.31 0.515
C 2.51 -1.67 2.83 -0.484
C 2.91 -0.94 4.16 0.394
O 3.07 0.26 4.05 -0.714
N 3.16 -1.63 5.31 -0.171
C 3.68 -1.19 6.51 -0.879
H 3.28 -1.43 2.11 0.144
H 1.50 -1.49 2.46 0.101
H 2.55 -2.75 3.01 0.449
H 3.02 -2.62 5.18 0.224
H 3.37 -1.82 7.34 0.334
H 3.41 -0.17 6.77 0.272
H 4.76 -1.28 6.38 0.319
C -1.57 4.21 -0.98 -0.773
C -2.75 3.23 -1.17 0.722
O -3.17 2.62 -0.18 -0.636
N -3.32 3.16 -2.36 -0.151
C -4.20 2.10 -2.77 -0.976
H -0.77 3.94 -1.66 0.302
H -1.34 4.20 0.09 -0.108
H -1.94 5.18 -1.29 0.445
H -2.96 3.81 -3.03 0.250
H -5.14 2.63 -2.91 0.410
H -4.34 1.27 -2.08 0.131
H -3.93 1.86 -3.80 0.351
C -0.89 3.22 3.08 -0.981
C 0.08 1.98 3.06 0.466
O 0.41 1.48 1.97 -0.413
N 0.52 1.45 4.18 0.215
C 0.14 1.79 5.46 -1.202
H -0.40 4.05 2.58 0.249
H -1.30 3.60 4.01 0.459
H -1.75 3.01 2.45 0.167
H 1.37 0.90 4.13 0.163
H -0.67 1.18 5.86 0.267
H 0.07 2.87 5.58 0.423
H 1.00 1.52 6.07 0.314
C 3.09 -3.30 -1.72 -1.267
C 1.92 -3.22 -0.76 0.710
O 1.66 -2.26 -0.08 -0.424
N 1.08 -4.25 -0.88 -0.193
C -0.23 -4.43 -0.29 -0.934
H 4.07 -2.97 -1.39 0.340
H 2.71 -2.81 -2.61 0.266
H 3.25 -4.37 -1.87 0.407
H 1.23 -4.93 -1.61 0.214
H -0.90 -4.12 -1.09 0.361
H -0.32 -3.79 0.59 0.251
H -0.48 -5.48 -0.21 0.349
C 0.23 2.18 -5.09 -0.898
C -0.33 0.99 -4.54 0.656
O -0.05 0.73 -3.38 -0.450
N -0.90 0.17 -5.37 -0.214
C -1.45 -1.22 -5.12 -0.846
H -0.16 2.41 -6.08 0.313
H 1.29 2.34 -4.86 0.248
H -0.31 2.86 -4.44 0.158
H -0.97 0.40 -6.35 0.225
H -1.62 -1.57 -4.10 0.232
H -0.72 -1.80 -5.70 0.343
H -2.46 -1.20 -5.52 0.312
C -5.25 -1.15 -1.92 -1.417
C -4.21 -1.72 -1.02 0.759
O -3.04 -1.41 -1.20 -0.324
N -4.65 -2.27 0.10 -0.131
C -3.85 -3.00 1.02 -0.847
H -5.81 -0.46 -1.29 0.455
H -5.83 -1.98 -2.33 0.471
H -4.74 -0.72 -2.78 0.157
H -5.65 -2.28 0.23 0.253
H -4.46 -3.64 1.66 0.397
H -3.27 -2.40 1.72 0.265
H -3.17 -3.75 0.62 0.182
C 3.58 2.01 1.36 -0.502
C 3.26 1.77 -0.08 0.617
O 2.20 2.09 -0.57 -0.616
N 4.10 0.98 -0.73 -0.182
C 3.87 0.53 -2.11 -0.428
H 2.65 1.77 1.87 -0.253
H 3.70 3.05 1.66 0.354
H 4.37 1.43 1.84 0.324
H 5.04 1.06 -0.37 0.263
H 3.85 -0.56 -2.15 -0.060
H 4.67 0.95 -2.72 0.399
H 2.87 0.79 -2.46 0.110